{"formula": "C13H25BN3O11PS", "method": "ωB97M-V/def2-TZVPD", "mol_weight_da": 473.2, "homo_energy_ev": -9.8, "homo_lumo_gap_ha": 0.324, "species": ["C", "C", "O", "C", "C", "C", "C", "C", "C", "O", "S", "O", "O", "C", "B", "O", "O", "C", "C", "O", "C", "N", "O", "N", "O", "C", "P", "N", "O", "O", "H", "H", "H", "H", "H", "H", "H", "H", "H", "H", "H", "H", "H", "H", "H", "H", "H", "H", "H", "H", "H", "H", "H", "H", "H"], "coordinates": [[2.3435, 0.0915, 4.4743], [0.9852, -0.4873, 4.0897], [0.9553, -0.7005, 2.6849], [-0.3380, -0.8056, 2.1558], [-0.3223, -0.5089, 0.6327], [1.0341, -0.8134, -0.0031], [1.3591, -2.2850, -0.2979], [2.7354, -2.2932, -0.9877], [1.4264, -3.1953, 0.9249], [-1.2329, -1.4655, 0.0195], [-2.8248, -1.1933, 0.1507], [-3.4583, -2.4738, 0.0075], [-2.9770, -0.4859, -1.3252], [-1.8546, 0.1544, -1.9332], [-2.3936, 0.7225, -3.3567], [-3.7278, 0.8661, -3.5676], [-1.5248, 1.0256, -4.3599], [-0.6494, 0.0246, -4.8892], [-1.3568, 1.3108, -1.0419], [-0.4753, 2.1600, -1.8158], [0.5664, 1.6344, -2.3627], [1.4878, 1.1656, -2.8583], [-2.5383, 2.0997, -0.8391], [-2.5322, 3.4810, -1.3138], [-3.6223, 3.8372, -1.4250], [-0.8129, 0.9681, 0.3914], [0.3053, 2.2633, 1.1179], [0.3847, 2.1659, 2.6569], [-0.2259, 3.6607, 0.5385], [1.6933, 2.1043, 0.3651], [2.2384, 1.0224, 5.0285], [2.8825, 0.3362, 3.5573], [2.9533, -0.6157, 5.0345], [0.1836, 0.1987, 4.3714], [0.8278, -1.4498, 4.5921], [-0.7254, -1.8233, 2.2904], [-1.0126, -0.1187, 2.6799], [1.0726, -0.3117, -0.9726], [1.8276, -0.3793, 0.6000], [0.6464, -2.6803, -1.0256], [2.8182, -1.5170, -1.7506], [3.5207, -2.1286, -0.2436], [2.9198, -3.2696, -1.4388], [0.4322, -3.4092, 1.3234], [2.0447, -2.7552, 1.7064], [1.8381, -4.1633, 0.6294], [-1.0562, -0.5655, -2.1338], [-4.2254, 1.3035, -2.8699], [-0.2919, 0.3779, -5.8534], [0.2139, -0.1488, -4.2437], [-1.1789, -0.9178, -5.0441], [-1.6644, 1.1259, 1.0613], [0.0946, 3.0168, 3.1243], [-1.1651, 3.7852, 0.7149], [2.3963, 2.0591, 1.0293]]}

=====

{"formula": "C24H23N3O7S", "method": "ωB97M-V/def2-TZVPD", "mol_weight_da": 497.5, "homo_energy_ev": -7.9, "de_lowest_kcal_mol": 631.30, "homo_lumo_gap_ha": 0.209, "species": ["C", "H", "O", "C", "C", "C", "C", "C", "C", "H", "H", "O", "C", "H", "H", "H", "C", "N", "S", "O", "O", "C", "C", "C", "C", "C", "C", "O", "C", "H", "H", "H", "H", "H", "C", "N", "C", "O", "C", "N", "C", "C", "C", "C", "C", "O", "H", "H", "H", "H", "H", "H", "H", "H", "H", "H", "H", "H"], "coordinates": [[-1.8557, -3.0137, -0.4554], [-1.4554, -3.6450, -1.3929], [-1.7998, -1.5588, -0.9270], [-0.7401, -1.0832, -1.3212], [0.4587, -1.8726, -1.5272], [1.5126, -1.1023, -1.7303], [1.3988, 0.2191, -1.9306], [0.2364, 1.0079, -2.1531], [-0.9256, 0.3184, -1.7397], [-1.7877, 0.7483, -1.6275], [0.0970, 2.2299, -2.2605], [2.5585, 1.0498, -2.5565], [2.6363, 2.1129, -2.9855], [2.0070, 2.5035, -3.7239], [3.6303, 2.5480, -3.2467], [2.1722, 2.9207, -1.9541], [2.9259, -1.8946, -1.7846], [3.7643, -1.3864, -0.7007], [3.3088, -1.3588, 0.7001], [4.2803, -1.2849, 1.7809], [2.3729, -2.6691, 0.7379], [1.9995, 0.0354, 1.2045], [0.8531, -0.1456, 1.6231], [-0.0033, 0.8754, 2.0821], [0.5481, 2.2752, 1.4447], [1.9002, 2.3336, 1.1583], [2.6387, 1.0386, 0.8557], [3.9256, 1.4668, 0.3354], [4.4697, 2.5159, 0.5103], [4.1368, 3.2249, -0.2312], [5.5858, 2.4562, 0.0482], [4.5140, 2.9520, 1.2795], [2.1989, 3.3607, 1.0454], [-0.0882, 2.8306, 1.9015], [-1.3272, 0.5587, 2.5405], [-2.3126, 0.6848, 1.5923], [-2.7583, 1.5231, 0.5661], [-2.3314, 2.6491, 1.0005], [-3.9362, 0.9804, -0.0290], [-4.7515, 1.6606, -0.8784], [-5.5224, 0.7272, -1.3572], [-6.0275, -0.4349, -0.9197], [-5.2235, -1.1753, -0.1477], [-4.1606, -0.5223, 0.4090], [-3.2004, -0.6234, 1.3452], [-2.7717, -1.7516, 2.0487], [-5.2335, -2.2577, 0.1762], [-6.5650, -1.1800, -1.6041], [-6.1522, 1.3998, -2.3851], [-1.6653, 1.5500, 3.2212], [-1.2810, -0.2428, 3.0842], [0.5561, -1.2330, 1.6700], [4.3933, -0.3561, -1.0128], [3.4537, -1.6290, -2.6934], [2.8469, -2.8722, -1.5940], [0.5823, -2.6365, -0.8962], [-1.2482, -3.2431, 0.2286], [-2.9971, -3.2702, -0.1788]]}

=====

{"formula": "C6H8", "method": "ωB97M-V/def2-TZVPD", "mol_weight_da": 80.1, "homo_energy_ev": -9.0, "de_lowest_kcal_mol": 85.73, "smiles": "C=C=CC(=C)C", "homo_lumo_gap_ha": 0.367, "species": ["C", "C", "C", "C", "C", "C", "H", "H", "H", "H", "H", "H", "H", "H"], "coordinates": [[3.0651, -0.0369, -0.1732], [1.7900, -0.1665, -0.2501], [0.5220, -0.4803, -0.1948], [-1.2041, -0.1447, 0.0764], [-1.9268, -1.1875, 0.4055], [-1.3882, 1.3945, -0.1029], [3.5985, -0.2234, 0.8753], [3.5760, 0.4838, -1.0578], [0.5500, -1.5249, -0.3873], [-1.4581, -2.1257, 0.5614], [-2.9796, -1.0506, 0.4381], [-0.3566, 1.8396, 0.0863], [-2.0164, 1.5710, 0.8002], [-1.7720, 1.6517, -1.0772]]}

=====

{"formula": "CHNO2S3", "method": "ωB97M-V/def2-TZVPD", "total_charge": -2, "mol_weight_da": 155.2, "homo_energy_ev": -1.0, "de_lowest_kcal_mol": 91.08, "homo_lumo_gap_ha": 0.219, "species": ["C", "N", "O", "O", "S", "S", "S", "H"], "coordinates": [[-9.5547, -4.3155, -5.6127], [-8.2510, -5.0667, -7.0116], [-6.8111, -7.1677, -7.0454], [-8.4594, -6.9012, -5.1277], [-8.8705, -3.0733, -4.8591], [-0.3241, -0.1976, 0.1173], [-7.8934, -6.3791, -6.3948], [-1.3459, -0.1278, -0.6709]]}

=====

{"formula": "C3H11NO2", "method": "ωB97M-V/def2-TZVPD", "mol_weight_da": 93.1, "homo_energy_ev": -8.6, "de_lowest_kcal_mol": 36.17, "smiles": "CNCCO.O", "homo_lumo_gap_ha": 0.346, "species": ["C", "N", "C", "C", "O", "H", "H", "H", "H", "H", "H", "H", "H", "H", "O", "H", "H"], "coordinates": [[-1.6183, -1.8888, 1.0893], [-1.1535, -0.6565, 0.4101], [0.1832, -0.5534, -0.1552], [0.5155, -1.6145, -1.2512], [1.6386, -2.4767, -1.1530], [-1.6902, -2.6999, 0.3711], [-0.7598, -2.1910, 1.7886], [-2.5458, -1.5755, 1.6354], [-1.1823, 0.1159, 1.0678], [0.8996, -0.6124, 0.6946], [0.2944, 0.3501, -0.7610], [0.5197, -1.0579, -2.2107], [-0.3119, -2.3108, -1.2478], [2.5253, -2.1203, -1.2227], [0.1395, 6.1055, 0.8198], [0.5757, 6.0375, 1.6810], [0.9367, 6.3657, 0.3355]]}

=====

{"formula": "C7H14N2O2S", "method": "ωB97M-V/def2-TZVPD", "mol_weight_da": 190.3, "homo_energy_ev": -8.1, "de_lowest_kcal_mol": 138.65, "homo_lumo_gap_ha": 0.269, "species": ["C", "C", "C", "C", "C", "C", "C", "N", "N", "O", "O", "S", "H", "H", "H", "H", "H", "H", "H", "H", "H", "H", "H", "H", "H", "H"], "coordinates": [[1.1013, 0.3361, 1.5805], [2.2537, -0.3821, 1.2745], [-0.0450, -1.7881, -0.7699], [0.3189, -1.0684, -2.0795], [1.4753, 0.2971, 0.0237], [0.6344, -0.5623, -0.7452], [2.0495, 1.5368, -0.5088], [-3.4693, 1.0181, 1.0204], [-1.2453, 0.9771, -0.1960], [-2.8154, -0.9548, -0.5708], [-1.8332, -0.6334, 1.6653], [-2.3266, -0.0340, 0.3948], [0.2118, -0.2537, 1.7832], [1.1160, 1.3516, 2.0374], [3.1100, 0.1696, 1.0490], [2.2000, -1.4708, 1.2593], [-1.1354, -1.7497, -0.5570], [0.4562, -2.7503, -0.4569], [1.0202, -1.5266, -2.7873], [-0.5997, -0.8237, -2.6830], [2.0952, 2.3186, 0.1585], [1.3463, 2.0009, -1.2815], [3.0561, 1.4540, -1.0264], [-3.4784, 0.8307, 2.0227], [-4.3664, 0.7785, 0.6190], [-1.1300, 0.9288, -1.2259]]}